# 1
Below is a 2-piece molecular cluster, C2ClF2OS overall at a distorted geometry, with properties calculated with the ωB97M-V functional and the def2-TZVPD basis.

## Properties
2S+1: 1
HOMO energy (hartree): -0.1367
Total charge: -1
Relative energy (zero: lowest compared OMol25 entry of this formula, charge and spin) (kJ/mol): 137.9
Orbital gap (eV): 7.21

Last column: Mulliken charge in e.
Geometry (Å):
Cl1 0.14 -2.16 1.28  -0.3138
S1 -1.84 0.04 -1.63  -0.3963
F1 -0.87 0.27 1.47  -0.2020
F2 1.27 0.20 1.45  -0.2352
O1 0.73 0.66 -1.77  -0.4392
C1 0.16 -0.32 0.84  0.0682
C2 -0.29 0.21 -1.38  0.5182

---

# 2
Below is one molecule with the formula C2ClF3 at a distorted geometry, with properties calculated with the ωB97M-V functional and the def2-TZVPD basis.

## Properties
2S+1: 1
HOMO energy (hartree): -0.3628
Total charge: 0
Relative energy (zero: lowest compared OMol25 entry of this formula, charge and spin) (kJ/mol): 17.7
Structure (SMILES): FC(F)=C(F)Cl
Orbital gap (eV): 10.64

Last column: Mulliken charge in e.
Geometry (Å):
Cl1 -2.20 0.48 -0.03  -0.1380
F1 1.68 -0.22 -0.07  -0.2077
F2 -0.82 -1.67 0.02  -0.1950
F3 0.63 1.65 0.02  -0.1888
C1 -0.67 -0.36 0.07  0.3561
C2 0.49 0.32 0.08  0.3735

---

# 3
Below is a 2-piece molecular cluster, C2ClF3O overall at a distorted geometry, with properties calculated with the ωB97M-V functional and the def2-TZVPD basis.

## Properties
2S+1: 1
HOMO energy (hartree): -0.3877
Total charge: 0
Relative energy (zero: lowest compared OMol25 entry of this formula, charge and spin) (kJ/mol): 204.2
Orbital gap (eV): 9.61

Last column: Mulliken charge in e.
Geometry (Å):
Cl1 2.30 0.52 0.43  -0.0167
F1 -1.37 -0.87 -0.35  -0.1875
F2 -1.29 1.24 -0.51  -0.1515
F3 1.32 -1.34 -0.86  -0.1066
O1 -0.87 0.32 1.44  -0.4011
C1 -1.14 0.25 0.31  0.7804
C2 1.05 -0.12 -0.47  0.0831

---

# 4
Below is one molecule with the formula C2ClF3O3S at a distorted geometry, with properties calculated with the ωB97M-V functional and the def2-TZVPD basis.

## Properties
2S+1: 3
HOMO energy (spin up / spin down) (hartree): -0.2371 / -0.4321
Total charge: 0
Relative energy (zero: lowest compared OMol25 entry of this formula, charge and spin) (kJ/mol): 0.0
<S²>: 2.0050
Orbital gap (spin up / spin down) (eV): 6.35 / 8.61

Last column: Mulliken charge in e.
Geometry (Å):
Cl1 -0.69 -1.14 -0.86  -0.0585
S1 -1.77 0.72 0.19  1.0632
F1 0.81 -0.07 1.45  -0.1310
F2 2.72 0.29 0.50  -0.2153
F3 1.85 -1.19 -1.72  -0.1717
O1 -1.86 0.03 1.42  -0.4077
O2 -0.68 1.61 -0.04  -0.4565
O3 -2.91 0.79 -0.66  -0.4457
C1 1.03 -0.84 -0.68  0.4704
C2 1.51 -0.22 0.40  0.3528